(1)
The following is a DFT calculation (ωB97M-V/def2-TZVPD) of 2 unconnected molecules or ions with the total composition C34H31BF8O2 at a distorted geometry.

Cartesian coordinates (Å):
C (2.6528, -1.7163, 1.3245)
C (3.0353, -0.5630, 2.2524)
C (3.7197, -1.1338, 3.4775)
O (1.8149, 0.0867, 2.6824)
B (1.7296, 1.2347, 1.9153)
C (0.4302, 2.0710, 1.8718)
C (0.2855, 3.0739, 0.9063)
C (-0.6875, 4.0539, 1.1005)
C (-0.7372, 5.2290, 0.1627)
F (-1.5194, 6.2445, 0.6351)
F (0.5103, 5.7523, -0.0528)
F (-1.2447, 4.8836, -1.0645)
C (-1.5954, 3.9892, 2.1484)
C (-1.5189, 2.9036, 3.0080)
C (-2.4406, 2.8542, 4.1968)
F (-3.3612, 1.8391, 4.0870)
F (-1.7514, 2.6407, 5.3604)
F (-3.1554, 4.0051, 4.3665)
C (-0.5833, 1.8810, 2.8246)
O (2.8120, 1.5133, 1.0932)
C (3.8487, 0.5814, 1.4829)
C (4.8452, 1.3204, 2.3831)
C (4.5903, 0.1674, 0.2282)
H (3.5286, -2.3622, 1.1406)
H (1.8710, -2.3041, 1.8257)
H (2.2403, -1.3439, 0.3707)
H (4.6839, -1.5805, 3.2097)
H (3.8801, -0.3721, 4.2454)
H (3.0882, -1.9227, 3.8928)
H (0.9401, 3.0947, 0.0375)
H (-2.3244, 4.7851, 2.3051)
H (-0.6202, 0.9755, 3.4279)
H (5.7428, 0.7075, 2.5556)
H (5.1637, 2.2423, 1.8785)
H (4.3953, 1.5800, 3.3510)
H (5.5372, -0.3130, 0.5022)
H (3.9985, -0.5206, -0.3829)
H (4.8258, 1.0600, -0.3638)
F (-4.1568, 1.2445, -4.1019)
C (-3.8586, -0.0862, -3.9277)
C (-4.8620, -1.0337, -4.1124)
C (-4.5454, -2.3702, -3.8638)
C (-3.2548, -2.7314, -3.4723)
C (-2.2695, -1.7512, -3.2709)
C (-0.9978, -2.1599, -2.5192)
C (-0.9941, -1.6602, -1.1191)
C (-2.1873, -1.6893, -0.1710)
C (-3.0290, -0.5732, -0.0439)
C (-3.8771, -0.4483, 1.0657)
C (-3.8512, -1.4136, 2.0830)
C (-3.0868, -2.5685, 1.8992)
C (-2.2797, -2.7153, 0.7747)
C (0.4124, -1.7819, -3.0546)
C (1.4253, -2.7529, -2.9563)
C (2.7495, -2.4424, -3.2668)
C (3.0953, -1.1651, -3.7182)
C (2.0936, -0.1988, -3.7004)
F (2.4250, 1.1011, -4.0058)
C (0.7580, -0.4733, -3.3962)
C (-2.5556, -0.4206, -3.5453)
H (-5.8681, -0.7271, -4.4191)
H (-5.3105, -3.1499, -3.9607)
H (-3.0080, -3.7741, -3.2504)
H (-1.0119, -3.2563, -2.5015)
H (-0.6586, -0.5993, -1.1211)
H (-0.2053, -2.2285, -0.5858)
H (-3.0053, 0.2254, -0.7890)
H (-4.5330, 0.4197, 1.1129)
H (-4.4114, -1.2622, 3.0059)
H (-3.1046, -3.3592, 2.6483)
H (-1.6593, -3.6109, 0.6498)
H (1.1709, -3.7778, -2.6589)
H (3.5195, -3.2110, -3.1921)
H (4.1095, -0.9217, -4.0560)
H (0.0103, 0.3231, -3.4438)
H (-1.8179, 0.3623, -3.4016)

Values from the calculation:
Orbital gap in eV: 9.39
LUMO in hartree: 0.0096
E in Ha: -2288.62139

=====

(2)
The following is a DFT calculation (ωB97M-V/def2-TZVPD) of a molecular structure, C34H31F6MgN9O7S6 at a distorted geometry.

Cartesian coordinates (Å):
Mg (-0.7542, -1.6995, 0.5921)
N (0.3484, -2.6076, 4.2138)
C (-0.6052, -1.6724, 4.0064)
N (-1.1036, -1.3098, 2.8453)
C (-2.0835, -0.3320, 3.0405)
C (-2.3196, 0.0253, 4.3192)
S (-1.3024, -0.8660, 5.3773)
C (-2.7669, 0.2376, 1.8754)
C (-3.8215, 1.0754, 1.9468)
S (-4.3220, 1.5152, 0.3678)
C (-3.0533, 0.5269, -0.2983)
N (-2.3236, -0.0914, 0.6018)
N (-2.9514, 0.4233, -1.6399)
H (0.9281, -2.8832, 3.4330)
H (0.7529, -2.6761, 5.1297)
H (-3.0151, 0.7560, 4.7014)
H (-4.3315, 1.4474, 2.8217)
H (-3.4691, 1.0900, -2.1844)
H (-2.0920, 0.1085, -2.0839)
O (1.0938, -0.2467, -1.7317)
S (0.1549, -1.0000, -2.5071)
O (-0.7560, -0.2399, -3.3509)
N (-0.6821, -1.9400, -1.4742)
C (-1.7966, -2.6715, -1.9872)
C (-2.0656, -2.9685, -3.3093)
C (-3.1853, -3.7241, -3.7061)
C (-4.0609, -4.2368, -2.8015)
C (-3.8497, -3.9665, -1.4347)
C (-4.7128, -4.4540, -0.4285)
C (-4.5079, -4.1129, 0.8749)
C (-3.4334, -3.2658, 1.1798)
N (-2.5993, -2.8090, 0.2771)
C (-2.7569, -3.1618, -1.0298)
C (1.1485, -1.9660, -3.6295)
C (2.2494, -2.6557, -3.1407)
C (3.0369, -3.3814, -4.0200)
C (2.7381, -3.4016, -5.3754)
C (1.6723, -2.6592, -5.8657)
C (0.8772, -1.9311, -4.9934)
H (-1.4148, -2.6139, -4.0780)
H (-3.3423, -3.8972, -4.7644)
H (-4.9147, -4.8308, -3.1058)
H (-5.5360, -5.1002, -0.7128)
H (-5.1582, -4.4661, 1.6641)
H (-3.2533, -2.9494, 2.2045)
H (2.4924, -2.6096, -2.0900)
H (3.8966, -3.9232, -3.6469)
H (3.3482, -3.9847, -6.0543)
H (1.4659, -2.6376, -6.9291)
H (0.0673, -1.3124, -5.3564)
F (2.1152, -0.0543, 3.2919)
C (3.0269, -0.5619, 2.4649)
F (3.7635, -1.4489, 3.1213)
F (3.8020, 0.4119, 2.0185)
S (2.1938, -1.3508, 1.0111)
O (0.9102, -0.6410, 0.9590)
O (3.1366, -1.2981, -0.0531)
N (1.9880, -2.8213, 1.6123)
S (1.0933, -3.8533, 0.8067)
O (-0.3149, -3.6879, 1.1755)
O (1.4170, -4.0068, -0.5733)
C (1.5806, -5.4078, 1.6479)
F (2.8864, -5.5918, 1.5578)
F (1.2275, -5.3478, 2.9353)
F (0.9433, -6.4054, 1.0593)
C (1.8860, 4.2523, -2.2001)
C (2.9819, 3.9452, -1.1804)
C (2.6304, 2.8201, -0.2072)
N (1.7550, 3.2378, 0.8883)
C (0.4400, 3.0136, 0.9467)
S (-0.4593, 2.2958, -0.2323)
N (-0.1570, 3.3960, 2.1714)
C (-0.0601, 4.5743, 2.8864)
O (-0.5845, 4.6689, 3.9777)
C (0.6607, 5.7302, 2.2597)
C (1.3968, 6.5701, 3.0868)
C (2.0160, 7.6935, 2.5611)
C (1.8824, 7.9911, 1.2102)
C (1.1291, 7.1642, 0.3865)
C (0.5168, 6.0349, 0.9083)
H (2.2534, 4.9456, -2.9598)
H (1.0115, 4.7001, -1.7222)
H (1.5541, 3.3376, -2.6951)
H (3.2170, 4.8460, -0.6044)
H (3.8951, 3.6504, -1.7048)
H (3.5421, 2.4326, 0.2489)
H (2.1337, 2.0005, -0.7265)
H (2.1827, 3.6984, 1.6762)
H (-0.8788, 2.7695, 2.4961)
H (1.4744, 6.3322, 4.1408)
H (2.5913, 8.3446, 3.2073)
H (2.3597, 8.8725, 0.8004)
H (1.0140, 7.3994, -0.6650)
H (-0.0840, 5.3977, 0.2672)

Values from the calculation:
Orbital gap in eV: 7.97
LUMO in hartree: 0.0089
E in Ha: -5522.37516

=====

(3)
The following is a DFT calculation (ωB97M-V/def2-TZVPD) of a molecular structure, C34H31MnN9O11.

Cartesian coordinates (Å):
Mn (-1.1517, -0.6798, -0.7810)
O (-4.2795, 1.3083, -2.6958)
C (-3.0277, 0.8786, -2.5794)
O (-2.7347, -0.2930, -2.4884)
C (-2.0094, 1.9864, -2.5986)
O (-0.7494, 1.3785, -2.6756)
C (0.3123, 2.1395, -2.1118)
C (0.6388, 1.7513, -0.6582)
O (1.2745, 2.5555, 0.0042)
O (0.3106, 0.5685, -0.3077)
H (-4.8652, 0.5388, -2.6075)
H (-2.1469, 2.5673, -1.6825)
H (-2.2044, 2.6376, -3.4597)
H (0.1208, 3.2123, -2.1748)
H (1.1974, 1.9182, -2.7127)
C (1.7463, -2.9219, 3.4270)
N (0.6548, -2.4031, 2.6218)
C (0.4891, -2.3994, 1.2988)
N (-0.5329, -1.6266, 0.9813)
C (-0.9798, -1.1787, 2.1899)
N (-0.2845, -1.6261, 3.2016)
C (2.7213, -1.8172, 3.7656)
C (3.0614, -1.5201, 5.0768)
C (3.9252, -0.4667, 5.3535)
C (4.4489, 0.3033, 4.3283)
C (4.1122, 0.0043, 3.0111)
C (3.2549, -1.0537, 2.7400)
C (4.6366, 0.7863, 1.8948)
N (5.3971, 1.8247, 1.8720)
N (5.5911, 2.1419, 0.5353)
C (4.9388, 1.2650, -0.1438)
O (4.3075, 0.3675, 0.6499)
C (4.7922, 1.0656, -1.5840)
C (5.2039, 2.0086, -2.5205)
C (5.0254, 1.7437, -3.8682)
C (4.4337, 0.5580, -4.2920)
C (4.0227, -0.3858, -3.3618)
C (3.3430, -1.6810, -3.7481)
N (1.9443, -1.6964, -3.3361)
C (1.4203, -1.6474, -2.1096)
N (0.1094, -1.5460, -2.1818)
C (-0.1316, -1.5611, -3.5220)
N (0.9532, -1.6521, -4.2518)
C (4.2231, -0.1261, -2.0143)
H (2.2208, -3.7296, 2.8672)
H (1.3096, -3.3427, 4.3321)
H (1.1208, -2.9478, 0.6199)
H (-1.8394, -0.5404, 2.2963)
H (2.6360, -2.0966, 5.8890)
H (4.1776, -0.2371, 6.3797)
H (5.1072, 1.1357, 4.5335)
H (2.9748, -1.2569, 1.7148)
H (5.6464, 2.9362, -2.1852)
H (5.3389, 2.4740, -4.6012)
H (4.2833, 0.3761, -5.3488)
H (3.8496, -2.5332, -3.2921)
H (3.3303, -1.8271, -4.8259)
H (2.0031, -1.5950, -1.2085)
H (-1.1189, -1.4764, -3.9408)
H (3.9410, -0.8589, -1.2744)
O (-3.8388, -0.5296, 1.4801)
C (-3.4640, 0.4955, 0.9056)
O (-2.4906, 0.5988, 0.0953)
C (-4.1850, 1.8010, 1.1823)
C (-5.5064, 1.7773, 1.6145)
C (-6.1879, 2.9577, 1.8530)
C (-5.5113, 4.1535, 1.6722)
C (-4.1877, 4.2089, 1.2696)
C (-3.5297, 3.0164, 1.0199)
N (-6.2253, 5.4133, 1.9228)
O (-7.3682, 5.3452, 2.3304)
O (-5.6208, 6.4516, 1.7442)
H (-5.9838, 0.8190, 1.7644)
H (-7.2179, 2.9680, 2.1758)
H (-3.6974, 5.1648, 1.1630)
H (-2.4883, 3.0180, 0.7213)
C (-4.1132, -3.3895, 0.4585)
C (-2.8803, -3.4274, -0.3927)
C (-2.1761, -4.7477, -0.5721)
O (-2.4707, -2.4243, -0.9364)
H (-4.1290, -4.1989, 1.1863)
H (-4.9705, -3.5254, -0.2067)
H (-4.1944, -2.4089, 0.9333)
H (-2.8551, -5.4632, -1.0405)
H (-1.9130, -5.1613, 0.4035)
H (-1.2889, -4.6208, -1.1876)

Values from the calculation:
Orbital gap (spin up / spin down) in eV: 8.03 / 7.52
2S+1: 2
⟨S²⟩: 1.09
LUMO (spin up / spin down) in hartree: -0.0060 / -0.0062
E in Ha: -3785.67623